(1)
DFT (ωB97M-V/def2-TZVPD) results for the molecule C3H5NO.

The geometry in XYZ format:
```
10
Properties=species:S:1:pos:R:3:forces:R:3
C -1.1890 -0.7205 -0.0776 -0.6866 1.8393 0.5213
O -0.7095 0.5119 -0.5945 1.8151 0.0869 -0.7042
C 0.5346 0.8475 0.0484 -2.3727 1.9859 -0.7000
C 1.6292 -0.0243 -0.1757 1.7947 -0.6591 -0.2082
N 2.6700 -0.4995 -0.2795 -0.2784 -0.3498 -0.0856
H -1.3968 -0.5095 0.9630 -0.1364 -0.4560 0.6914
H -2.1366 -0.8055 -0.5648 -0.4424 -0.8452 -0.3833
H -0.5147 -1.5468 -0.1487 0.3925 -0.6013 -0.4689
H 0.2411 0.8581 1.0759 0.5715 0.1728 1.1722
H 0.8715 1.8887 -0.2466 -0.6572 -1.1735 0.1654
```
Forces are in eV/Å.

Results
Highest occupied orbital energy, eV: -10.83
LUMO level, eV: 0.75
Kohn-Sham gap, eV: 11.576
SMILES: COCC#N
Charge: 0

***

(2)
DFT (ωB97M-V/def2-TZVPD) results for a structure of composition C23H13Cl5FIrN2O2.

The geometry in XYZ format:
```
47
Properties=species:S:1:pos:R:3:forces:R:3
Ir 0.6591 -0.2668 0.8463 -0.1097 -0.1013 -0.2533
C 2.3351 -0.0124 5.4184 0.5168 0.5184 -0.0240
O -0.0562 0.6448 2.6158 0.5570 -0.1500 0.0102
C -0.9348 1.5430 2.4036 -0.4593 0.2395 0.1460
C -1.5049 2.3112 3.4674 0.2458 -0.2652 -0.0895
C -2.4626 3.2255 3.1863 -0.1296 0.1095 -0.1635
C -2.9212 3.4397 1.8450 0.0163 0.0011 0.1469
C -2.4072 2.7334 0.8025 0.0357 -0.0291 0.0016
C -1.4024 1.7770 1.0635 0.0974 -0.0576 0.1309
N -0.7869 0.9833 0.1461 -0.0599 -0.0237 -0.1264
N -1.2929 1.0530 -1.0574 -0.0492 0.1137 0.2057
C -0.7748 0.4284 -2.0862 0.0148 -0.0872 -0.1448
C 0.4860 -0.2942 -2.0798 0.0289 -0.0409 -0.0511
O 1.1607 -0.5766 -1.0339 0.2535 0.0469 0.0185
C 1.0544 -0.6924 -3.3250 0.0146 0.0363 -0.0187
C 0.3881 -0.4957 -4.4844 -0.0010 -0.0087 0.0052
C -0.9040 0.1287 -4.5420 0.0195 -0.0025 -0.0098
C -1.5686 0.2830 -5.7628 0.0114 -0.0066 -0.0006
C -2.8076 0.8845 -5.8087 -0.0070 0.0029 0.0025
C -3.3959 1.3386 -4.6296 -0.0017 0.0032 0.0072
C -2.7503 1.1948 -3.4167 -0.0309 0.0049 0.0166
C -1.4934 0.5911 -3.3554 0.0304 -0.0246 0.0298
H 1.6762 0.8624 5.2430 0.1176 0.1103 0.1079
H 3.2059 0.2376 4.7527 0.2776 0.1025 0.8679
H 0.7007 -1.7237 4.1584 0.1402 0.1021 0.4122
H -1.1501 2.1360 4.4739 -0.0122 0.0014 0.0009
H -2.8976 3.8132 3.9835 0.0020 -0.0059 0.0044
H -3.6892 4.1796 1.6677 0.0030 0.0042 0.0029
H -2.7428 2.8929 -0.2099 0.0153 -0.0073 -0.0172
H 2.0219 -1.1708 -3.2978 0.0179 -0.0021 0.0198
H 0.8318 -0.8295 -5.4151 -0.0001 0.0002 -0.0010
H -1.0976 -0.0769 -6.6689 0.0000 -0.0012 0.0002
H -3.3221 1.0009 -6.7525 -0.0001 0.0010 0.0002
H -4.3712 1.8055 -4.6615 0.0001 -0.0014 0.0007
H -3.2212 1.5392 -2.5079 0.0007 -0.0025 0.0069
Cl 2.5912 -2.8943 -1.0110 -0.1354 0.0293 0.0011
C 2.8468 -2.7290 0.6884 -0.0625 0.1375 0.0120
C 2.2086 -1.7297 1.4801 -0.0023 -0.2077 0.0561
C 2.5710 -1.9356 2.8105 -0.1875 0.4402 -0.4334
Cl 1.6537 -0.8448 3.9219 -1.1889 -0.9788 -1.0055
C 3.3834 -2.8793 3.4260 -0.0558 0.0460 0.0113
Cl 3.5657 -2.9811 5.1168 -0.0248 0.0524 0.0845
C 4.0002 -3.7771 2.5777 0.0266 -0.0380 0.0052
Cl 5.0389 -4.9725 3.2157 0.0154 -0.0062 -0.0159
C 3.7185 -3.6969 1.2118 0.0847 -0.0482 0.0296
Cl 4.4642 -4.8564 0.1966 -0.0024 0.0352 -0.0069
F -0.6068 -1.5916 1.3870 -0.0226 -0.0419 0.0169
```
Forces are in eV/Å.

Results
Highest occupied orbital energy (spin up / spin down), eV: -10.97 / -11.48
LUMO level (spin up / spin down), eV: -4.31 / -5.92
Kohn-Sham gap (spin up / spin down), eV: 6.659 / 5.556
Charge: +1
Multiplicity: 2

***

(3)
DFT (ωB97M-V/def2-TZVPD) results for the molecule C13H24O2.

The geometry in XYZ format:
```
39
Properties=species:S:1:pos:R:3:forces:R:3
C 3.7067 -0.2296 1.0331 0.3078 -0.3559 0.9831
C 2.6713 -1.3962 0.5330 1.1815 -0.8467 0.1601
C 2.1355 -1.2509 -1.0061 -1.2352 0.1329 -0.0426
C 2.0117 0.2824 -1.5703 0.0381 -0.1652 -0.8032
C 0.6431 1.0763 -1.1166 0.5582 0.3631 -2.0157
C 1.0384 2.6884 -0.9106 -0.4360 -0.5496 1.9842
C 1.3778 2.5686 0.7123 3.1904 1.1052 1.9139
O 2.3382 3.1407 1.4441 -6.7697 -3.8513 -4.4705
O 0.3650 1.5913 1.2291 2.7845 0.9447 -0.3930
C -0.1710 0.6105 0.2280 -0.5118 3.5224 -1.8037
C -1.7056 1.2125 -0.0570 -0.9500 -0.1278 0.6185
C -2.8498 0.5300 0.9157 -0.6600 0.0877 -0.1600
C -3.2207 -1.0235 0.5505 -0.5939 -0.8332 0.4855
C -3.3099 -1.3269 -1.0714 0.4919 0.7412 0.3864
C -2.2482 -2.1169 1.3531 0.4641 0.7565 -0.1541
H 4.3447 0.2525 0.1633 -1.5133 -0.9307 1.8175
H 3.1350 0.5758 1.6903 1.3063 -1.4722 -1.7435
H 4.4880 -0.7361 1.7768 -1.6600 1.0944 -1.6059
H 1.8174 -1.5105 1.3448 1.5850 0.3647 -1.8984
H 3.2806 -2.4218 0.5786 -1.4290 2.1369 -0.1049
H 2.7303 -1.9053 -1.7940 -0.9559 1.4409 1.9059
H 1.0273 -1.6954 -1.0164 2.2978 0.8556 -0.1488
H 1.9517 0.1874 -2.7589 0.1551 0.2683 2.5637
H 2.9511 0.9642 -1.3665 -1.7945 -1.6094 -0.1445
H -0.0166 1.0076 -2.0876 0.8819 0.0234 2.2149
H 1.8581 3.1329 -1.6248 -1.3535 -1.2605 1.7658
H 0.1495 3.4537 -0.9164 1.3780 -1.7572 -0.1742
H -0.0895 -0.4983 0.6105 -0.0725 2.4850 -0.8035
H -2.0053 1.1329 -1.2056 0.6163 -0.1681 2.5612
H -1.7460 2.3816 0.1799 0.5263 -2.6209 -0.4183
H -3.8669 1.1456 0.8248 2.2489 -1.1678 0.0185
H -2.5590 0.6007 2.0685 -0.3762 -0.1418 -2.5577
H -4.3165 -1.2208 0.9722 2.2873 0.5214 -0.8553
H -2.2406 -1.1830 -1.5820 -2.3089 -0.3377 1.1092
H -3.6647 -2.4227 -1.2771 0.5554 2.1738 0.4183
H -4.0530 -0.5231 -1.5412 1.5568 -1.9155 0.8564
H -2.8456 -3.0534 1.7312 1.2372 1.7538 -1.0346
H -1.7784 -1.6046 2.3117 -1.0172 -1.0068 -1.9440
H -1.3339 -2.4166 0.6511 -2.0114 0.3464 1.5134
```
Forces are in eV/Å.

Results
Highest occupied orbital energy, eV: -10.10
LUMO level, eV: 0.67
Kohn-Sham gap, eV: 10.769
SMILES: CCCC[C@@H]1CC(=O)O[C@H]1CCC(C)C
Charge: 0

***

no.,DFT total energy (eV)
1,-6728.065
2,-99289.731
3,-17958.571